Formula: C10H14BrN2O
Source: the OMol25 dataset
Level of theory: wB97M-V/def2-TZVPD

As for the charge: +1. For the energy above the lowest of the compared OMol25 structures with the same formula, charge and spin, the calculation gives 0.0 kJ/mol. The value obtained for the highest occupied orbital energy (spin up / spin down) is -0.44773 / -0.44771 Eh. Its spin multiplicity is 1. The HOMO-LUMO gap (spin up / spin down) is 8.7975 / 8.7968 eV.

XYZ file:
```
28
Properties=species:S:1:pos:R:3:forces:R:3
C 1.74802 -0.90396 0.99117 -0.173 0.438 -0.529
C -0.72053 -2.56904 0.67379 0.058 -0.199 -0.090
C -0.33208 0.58093 0.82669 0.091 0.172 -0.234
C -0.06634 -1.72269 -0.38831 0.118 0.073 -0.102
C 0.69472 -2.84832 0.27169 -0.375 -0.123 -0.025
C 0.34748 1.56222 -1.23358 -3.507 -0.524 -0.072
C -1.69909 1.12629 -1.22473 3.244 0.683 -0.235
C 0.56100 -0.42889 0.08580 -0.146 -0.445 0.716
C -0.73005 1.65651 -0.19149 -0.150 0.114 0.237
C -1.04518 3.00184 0.42568 0.029 -0.100 -0.109
N 1.71214 -2.23599 1.06737 0.054 -0.305 0.085
N 1.17903 0.39176 -1.01865 0.751 -0.015 -0.052
O 2.54077 -0.12110 1.44782 0.277 0.278 0.200
Br -2.65431 2.21608 -2.39187 -0.017 -0.051 0.120
H -0.89404 -2.14361 1.64835 0.058 0.093 0.172
H -1.47967 -3.26453 0.35260 -0.062 -0.019 -0.108
H -1.20321 0.10471 1.26775 0.010 -0.084 0.031
H 0.25311 1.05646 1.61575 -0.003 0.021 -0.017
H -0.40711 -1.79709 -1.40963 -0.055 -0.082 -0.103
H 0.97192 -3.76511 -0.22482 -0.035 0.032 -0.125
H 0.55129 2.24861 -2.02707 0.244 0.144 -0.190
H -1.78175 0.06911 -1.40308 -0.183 -0.174 0.080
H -1.83054 2.88874 1.16928 -0.099 0.037 0.055
H -1.38421 3.70561 -0.33041 -0.005 0.058 0.007
H -0.15837 3.40938 0.90381 0.071 0.010 0.070
H 2.37311 -2.76463 1.61395 0.018 0.066 0.084
H 1.35615 -0.16555 -1.86374 -0.071 0.082 0.212
H 2.09774 0.71227 -0.65411 -0.144 -0.178 -0.076
```
Forces are in eV/Å.

Mulliken population analysis, charges in e, atoms 1 to 4: C -0.24; C -0.92; C -1.28; C -0.74